Entry a
{"formula": "C4H13N3", "method": "wB97M-V/def2-TZVPD", "charge": 0, "e_homo_ev": -9.277, "smiles": "NCC[C@@H](N)CN", "homo_lumo_gap_ev": 10.27, "elements": ["N", "C", "C", "C", "N", "C", "N", "H", "H", "H", "H", "H", "H", "H", "H", "H", "H", "H", "H", "H"], "positions_angstrom": [[-1.18, 0.44, 1.05], [-0.37, 0.09, -0.12], [1.11, 0.34, 0.15], [1.71, -0.36, 1.38], [1.14, -1.64, 1.76], [-0.80, 0.93, -1.35], [-1.68, 0.14, -2.27], [-1.56, -0.37, 1.54], [-2.03, 0.93, 0.78], [-0.60, -0.93, -0.44], [1.66, 0.02, -0.74], [1.24, 1.42, 0.18], [1.73, 0.31, 2.23], [2.77, -0.56, 1.18], [0.82, -2.14, 0.93], [0.25, -1.53, 2.24], [0.04, 1.33, -1.90], [-1.38, 1.76, -0.97], [-1.64, 0.57, -3.19], [-1.20, -0.74, -2.42]]}

=====

Entry b
{"formula": "C4H13N3", "method": "wB97M-V/def2-TZVPD", "charge": 0, "e_homo_ev": -9.261, "smiles": "[H]/N=C/N.CC(C)N", "homo_lumo_gap_ev": 10.15, "elements": ["N", "C", "N", "H", "H", "H", "H", "C", "C", "C", "N", "H", "H", "H", "H", "H", "H", "H", "H", "H"], "positions_angstrom": [[-1.21, 3.11, 1.91], [-0.29, 2.12, 2.15], [0.86, 2.14, 1.61], [-1.11, 3.64, 1.06], [-2.15, 2.96, 2.23], [-0.66, 1.37, 2.85], [1.42, 1.37, 1.97], [-0.74, -0.69, -0.37], [0.10, -1.32, -1.48], [1.54, -0.83, -1.44], [0.11, -2.80, -1.45], [-0.59, 0.38, -0.35], [-1.80, -0.92, -0.49], [-0.44, -1.09, 0.60], [-0.34, -1.06, -2.44], [2.11, -1.30, -2.23], [1.58, 0.26, -1.55], [2.00, -1.09, -0.48], [-0.83, -3.15, -1.57], [0.41, -3.10, -0.53]]}

=====

Which of them is most stable, and which least? Most stable: entry b; least stable: entry a.

=====

Entry a
{"formula": "C4H13N3", "method": "wB97M-V/def2-TZVPD", "charge": 0, "e_homo_ev": -8.743, "smiles": "C[C@@H](CN)NCN", "homo_lumo_gap_ev": 9.86, "elements": ["C", "N", "C", "C", "N", "C", "N", "H", "H", "H", "H", "H", "H", "H", "H", "H", "H", "H", "H", "H"], "positions_angstrom": [[-1.60, -0.71, 0.31], [-2.30, -0.95, 1.56], [-0.13, -0.26, 0.51], [-0.15, 1.07, 1.27], [0.39, -0.09, -0.86], [1.84, -0.10, -0.96], [2.17, 0.61, -2.21], [-2.10, -0.02, -0.39], [-1.51, -1.63, -0.28], [-3.01, -0.25, 1.74], [-2.83, -1.81, 1.50], [0.33, -1.06, 1.07], [0.73, 1.27, 1.89], [-0.98, 1.11, 1.99], [-0.30, 1.90, 0.57], [0.06, 0.82, -1.16], [2.37, 0.34, -0.12], [2.15, -1.13, -1.13], [3.16, 0.77, -2.33], [1.70, 0.13, -2.97]]}

=====

Entry b
{"formula": "C4H13N3", "method": "wB97M-V/def2-TZVPD", "charge": 0, "e_homo_ev": -7.528, "homo_lumo_gap_ev": 4.31, "elements": ["N", "C", "C", "C", "N", "C", "N", "H", "H", "H", "H", "H", "H", "H", "H", "H", "H", "H", "H", "H"], "positions_angstrom": [[-1.76, 0.72, -1.16], [-0.74, -0.17, -0.76], [0.34, 0.88, -0.37], [1.61, 0.51, 0.38], [2.71, -0.28, -0.08], [-1.05, -0.88, 0.60], [-2.01, -0.20, 1.41], [0.79, -1.98, -0.43], [-1.93, 0.68, -2.16], [-0.49, -0.88, -1.56], [-0.25, 1.52, 0.26], [0.68, 1.41, -1.26], [1.94, 1.55, 0.65], [1.32, 0.20, 1.38], [3.01, 0.12, -0.99], [1.74, -1.05, -0.46], [-1.42, -1.90, 0.43], [-0.13, -0.99, 1.15], [-1.69, 0.43, 2.13], [-2.67, 0.31, 0.85]]}

=====

Which of them is most stable, and which least? Most stable: entry a; least stable: entry b.

=====

Entry a
{"formula": "C4H6OS", "method": "wB97M-V/def2-TZVPD", "charge": 0, "e_homo_ev": -8.801, "smiles": "C[C@@H]1CC(=S)O1", "homo_lumo_gap_ev": 9.52, "elements": ["C", "C", "C", "C", "O", "S", "H", "H", "H", "H", "H", "H"], "positions_angstrom": [[2.18, -0.16, -1.19], [0.75, -1.08, -0.75], [0.23, 0.37, -0.66], [-0.42, 0.85, 0.64], [1.52, 0.99, -0.89], [3.60, -0.38, -1.86], [0.60, -1.66, -1.66], [1.08, -1.74, 0.08], [-0.52, 0.54, -1.50], [-0.68, 1.99, 0.73], [0.31, 0.75, 1.56], [-1.24, 0.20, 0.93]]}

=====

Entry b
{"formula": "C4H6OS", "method": "wB97M-V/def2-TZVPD", "charge": 0, "e_homo_ev": -9.149, "smiles": "OCC#CCS", "homo_lumo_gap_ev": 9.85, "elements": ["C", "C", "C", "C", "H", "H", "H", "H", "H", "H", "O", "S"], "positions_angstrom": [[-1.77, 0.65, -0.01], [-0.46, 0.12, 0.00], [0.67, -0.15, 0.13], [2.09, -0.49, 0.32], [-4.14, 0.21, -0.23], [-1.96, 1.11, 1.01], [-1.90, 1.46, -0.81], [2.16, -1.63, 0.44], [2.31, -0.16, 1.35], [3.00, -0.52, -1.39], [3.05, -0.01, -0.58], [-3.06, -0.59, -0.23]]}

=====

Entry c
{"formula": "C4H6OS", "method": "wB97M-V/def2-TZVPD", "charge": 0, "e_homo_ev": -8.830, "smiles": "C1O[C@H]2C[C@H]2S1", "homo_lumo_gap_ev": 9.79, "elements": ["C", "C", "C", "C", "H", "H", "H", "H", "H", "H", "O", "S"], "positions_angstrom": [[1.50, 0.82, -0.05], [-0.20, -0.92, 0.48], [-1.23, -0.73, -0.62], [-0.74, 0.46, 0.24], [2.19, 1.34, -0.67], [1.70, 1.08, 0.99], [-0.41, -1.47, 1.40], [-0.74, -0.82, -1.61], [-2.25, -1.04, -0.51], [-1.45, 0.98, 0.88], [0.19, 1.33, -0.35], [1.44, -1.02, -0.19]]}

=====

Which of them is most stable, and which least? Most stable: entry c; least stable: entry b.

=====

Entry a
{"formula": "C4H6OS", "method": "wB97M-V/def2-TZVPD", "charge": 0, "e_homo_ev": -7.741, "smiles": "CC1=CSCO1", "homo_lumo_gap_ev": 8.67, "elements": ["C", "C", "C", "C", "H", "H", "H", "H", "H", "H", "O", "S"], "positions_angstrom": [[-2.48, -0.21, 0.08], [-0.97, -0.20, -0.07], [-0.01, -1.13, 0.01], [0.86, 1.25, 0.17], [-2.78, 0.36, 1.00], [-2.88, -1.27, 0.12], [-2.96, 0.35, -0.76], [-0.24, -2.17, 0.07], [1.46, 1.91, -0.47], [0.86, 1.58, 1.22], [-0.52, 1.08, -0.25], [1.64, -0.48, -0.02]]}

=====

Entry b
{"formula": "C4H6OS", "method": "wB97M-V/def2-TZVPD", "charge": 0, "e_homo_ev": -9.014, "smiles": "CC(=O)C(C)=S", "homo_lumo_gap_ev": 7.65, "elements": ["C", "C", "C", "C", "H", "H", "H", "H", "H", "H", "O", "S"], "positions_angstrom": [[1.50, -1.32, -0.02], [0.63, -0.18, -0.15], [-0.83, 0.07, -0.09], [-1.40, 1.47, -0.04], [1.24, -1.66, 1.04], [1.37, -2.04, -0.83], [2.68, -1.09, -0.13], [-1.13, 1.94, -0.82], [-0.96, 1.83, 0.94], [-2.57, 1.38, -0.06], [1.34, 0.80, 0.12], [-1.86, -1.22, 0.04]]}

=====

Which of them is most stable, and which least? Most stable: entry a; least stable: entry b.

=====

Entry a
{"formula": "C4H6OS", "method": "wB97M-V/def2-TZVPD", "charge": 0, "e_homo_ev": -8.221, "smiles": "C1=CSCOC1", "homo_lumo_gap_ev": 9.09, "elements": ["C", "C", "C", "C", "H", "H", "H", "H", "H", "H", "O", "S"], "positions_angstrom": [[0.68, -1.37, 0.05], [-1.11, -0.09, -0.06], [-0.29, 1.09, -0.21], [1.03, 1.14, -0.26], [0.46, -1.00, 1.06], [0.74, -2.56, 0.04], [-2.26, 0.20, -0.35], [-1.27, -0.32, 1.06], [-0.93, 2.11, -0.13], [1.31, 2.22, -0.27], [-0.41, -1.20, -0.70], [2.05, -0.21, -0.22]]}

=====

Entry b
{"formula": "C4H6OS", "method": "wB97M-V/def2-TZVPD", "charge": 0, "e_homo_ev": [-9.161, -8.616], "homo_lumo_gap_ev": [8.80, 7.75], "elements": ["C", "C", "C", "C", "O", "S", "H", "H", "H", "H", "H", "H"], "positions_angstrom": [[-1.81, 0.63, -0.33], [1.50, 0.07, 0.87], [1.46, -0.91, -0.28], [0.76, 0.32, -0.42], [-4.18, 0.02, 0.04], [-2.88, -0.11, 0.64], [-1.96, 1.28, -1.12], [0.72, -0.17, 1.62], [2.45, 0.68, 1.06], [2.24, -1.12, -0.96], [0.98, -1.69, 0.13], [0.72, 1.01, -1.23]]}

=====

Which of them is most stable, and which least? Most stable: entry a; least stable: entry b.

=====

Entry a
{"formula": "C4H6OS", "method": "wB97M-V/def2-TZVPD", "charge": 0, "e_homo_ev": -9.765, "smiles": "C=C=C.O=CS", "homo_lumo_gap_ev": 10.35, "elements": ["C", "C", "C", "C", "O", "S", "H", "H", "H", "H", "H", "H"], "positions_angstrom": [[-0.18, 0.94, -1.34], [-1.81, -0.75, 0.69], [0.79, 0.40, -0.76], [1.82, 0.20, 0.06], [-2.44, 0.22, 0.46], [-2.15, -2.31, 0.06], [-0.42, 0.53, -2.35], [-0.34, 2.05, -1.25], [-0.88, -0.79, 1.31], [1.78, -0.40, 0.95], [2.74, 0.45, -0.39], [-1.35, -3.22, 0.73]]}

=====

Entry b
{"formula": "C4H6OS", "method": "wB97M-V/def2-TZVPD", "charge": 0, "e_homo_ev": -7.588, "smiles": "CC1=C(CO)S1", "homo_lumo_gap_ev": 8.26, "elements": ["C", "C", "C", "C", "O", "S", "H", "H", "H", "H", "H", "H"], "positions_angstrom": [[-0.94, -0.18, 0.04], [0.21, -0.56, 0.41], [-1.87, 0.80, -0.55], [1.64, -0.41, 0.65], [2.28, 0.23, -0.48], [-1.05, -1.85, 0.77], [-1.38, 1.93, -0.49], [-2.80, 0.75, 0.03], [-1.90, 0.70, -1.70], [1.68, 0.27, 1.66], [2.06, -0.34, -1.12], [2.07, -1.34, 0.77]]}

=====

Which of them is most stable, and which least? Most stable: entry a; least stable: entry b.